A 13-piece molecular cluster, BF4H24O12 overall. Source: the OMol25 dataset; level of theory: ωB97M-V/def2-TZVPD.

Its charge is -1. For the energy above the lowest of the compared OMol25 structures with the same formula, charge and spin, the calculation gives 0.6676 eV. The value obtained for the maximum force is 1.323 eV/A. Its total energy is -1341.9612 Eh. The frontier orbital gap comes out at 0.376 Ha. As for the HOMO energy: -7.751 eV.

The geometry in XYZ format:
```
41
BF4H24O12, DFT ωB97M-V/def2-TZVPD
B 0.113 0.191 -0.075
F -1.179 -0.359 -0.320
F 1.098 -0.809 -0.385
F 0.320 1.263 -0.968
F 0.222 0.543 1.267
O -2.202 -1.058 2.232
H -1.849 -0.497 1.502
H -3.153 -0.899 2.229
O -0.999 -3.853 1.833
H -0.049 -3.655 1.803
H -1.397 -3.210 1.233
O 2.143 -2.725 1.393
H 1.932 -2.323 0.528
H 2.197 -1.989 2.030
O 1.873 1.849 3.697
H 0.899 1.913 3.616
H 2.117 2.512 4.351
O 1.710 -1.283 -3.127
H 2.612 -0.943 -3.156
H 1.460 -1.211 -2.171
O -0.918 2.922 1.954
H -0.414 3.415 1.290
H -0.958 2.017 1.594
O -0.558 0.041 -4.176
H 0.223 -0.544 -3.950
H -1.010 0.209 -3.340
O -1.748 -2.689 -2.037
H -1.644 -2.363 -2.940
H -1.474 -1.942 -1.484
O 2.695 2.357 -1.773
H 1.879 1.810 -1.780
H 2.952 2.427 -2.701
O 0.093 4.541 -1.823
H -0.466 3.983 -2.380
H 0.932 4.059 -1.773
O 2.130 -0.982 3.849
H 1.278 -1.189 4.250
H 2.024 -0.068 3.502
O -3.987 -0.497 -1.506
H -3.979 -0.339 -0.554
H -4.916 -0.626 -1.731
```

BF4H58O33STl as an isolated structure. Source: the OMol25 dataset; level of theory: ωB97M-V/def2-TZVPD.

The value obtained for the maximum force is 2.898 eV/A. Its total energy is -3512.8093 Eh. The frontier orbital gap comes out at 0.124 Ha. As for the HOMO energy: -10.337 eV.

The geometry in XYZ format:
```
98
BF4H58O33STl, DFT ωB97M-V/def2-TZVPD
Tl 4.367 21.674 12.343
S 4.193 25.686 12.521
O 4.885 25.750 11.196
O 4.333 24.321 13.031
O 4.894 26.499 13.464
O 2.859 26.232 12.369
B 1.660 21.153 8.357
F 2.467 21.583 9.445
F 0.485 20.575 8.899
F 1.286 22.181 7.462
F 2.172 20.148 7.642
O -1.283 18.655 12.435
H -1.886 18.279 13.077
H -1.014 17.913 11.894
O 5.341 22.966 5.472
H 4.975 23.695 4.971
H 5.864 23.384 6.156
O -2.065 23.741 12.462
H -2.638 23.241 13.042
H -1.504 23.083 12.052
O 0.007 21.242 5.546
H 0.315 21.439 6.431
H -0.107 20.292 5.537
O 1.358 16.545 6.153
H 0.508 16.426 6.578
H 1.273 17.371 5.675
O 4.047 18.849 11.272
H 3.418 18.143 11.417
H 4.880 18.401 11.124
O 1.685 20.493 12.869
H 0.882 20.764 12.424
H 1.525 19.585 13.124
O 3.632 17.582 3.625
H 3.286 16.714 3.416
H 4.575 17.505 3.479
O 4.748 25.566 6.200
H 3.938 25.192 6.547
H 5.206 25.904 6.969
O -1.146 19.017 7.751
H -0.439 19.593 8.042
H -1.940 19.412 8.110
O -0.830 21.387 11.602
H -0.659 21.357 10.660
H -1.311 20.580 11.784
O 1.017 26.038 9.819
H 0.527 25.223 9.931
H 1.672 25.835 9.151
O -0.506 23.677 9.447
H -0.210 23.577 8.543
H -1.385 23.297 9.455
O 2.500 24.580 7.388
H 2.349 23.666 7.631
H 1.882 24.743 6.675
O 5.033 20.600 6.826
H 4.134 20.766 7.110
H 5.253 21.351 6.275
O 1.849 21.742 3.243
H 2.504 21.307 2.696
H 1.499 21.044 3.797
O 1.519 15.965 10.323
H 1.139 16.230 9.485
H 2.405 15.675 10.105
O -2.981 21.161 6.466
H -2.067 21.282 6.206
H -3.378 22.025 6.357
O 4.480 17.700 7.497
H 4.463 18.329 8.219
H 3.558 17.519 7.315
O 1.926 18.989 5.245
H 2.607 18.590 4.703
H 2.403 19.557 5.850
O 5.731 20.657 9.924
H 6.680 20.784 9.932
H 5.518 20.499 9.004
O -2.815 22.600 8.907
H -3.668 22.937 9.181
H -2.991 22.145 8.083
O -1.005 26.046 3.913
H -0.331 25.392 4.096
H -0.527 26.785 3.536
O 4.905 23.474 9.909
H 5.001 24.399 10.137
H 5.593 23.314 9.263
O 7.636 19.155 7.767
H 7.602 18.498 8.463
H 6.768 19.122 7.364
O 1.869 23.117 11.980
H 2.050 24.057 11.983
H 0.918 23.056 11.890
O -0.652 16.493 7.979
H -0.645 17.406 7.693
H -1.508 16.162 7.706
O 3.139 24.070 3.336
H 3.023 23.130 3.199
H 3.890 24.301 2.790
O 0.860 24.058 4.874
H 1.653 24.028 4.338
H 0.622 23.140 5.003
```

BF4H66MnO33 as an isolated structure. Source: the OMol25 dataset; level of theory: ωB97M-V/def2-TZVPD.

Its charge is +1. For the energy above the lowest of the compared OMol25 structures with the same formula, charge and spin, the calculation gives 0.0000 eV. The value obtained for the maximum force is 3.044 eV/A. Its total energy is -4097.9786 Eh. As for the spin multiplicity: 6. The frontier orbital gap (spin up / spin down) comes out at 0.253 / 0.237 Ha. As for the HOMO energy (spin up / spin down): -11.393 / -11.393 eV.

The geometry in XYZ format:
```
105
BF4H66MnO33, DFT ωB97M-V/def2-TZVPD
Mn -3.672 -1.744 1.974
B 0.191 0.644 -0.098
F 1.337 0.004 0.272
F 0.294 2.035 -0.352
F -0.321 0.165 -1.258
F -0.633 0.564 0.959
O 4.117 -3.381 2.769
H 4.071 -2.451 2.988
H 3.600 -3.465 1.968
O 0.474 -1.885 2.871
H 1.240 -2.387 3.150
H 0.591 -1.772 1.928
O -2.241 -1.630 0.254
H -1.865 -2.499 0.107
H -2.143 -1.182 -0.586
O -1.450 -1.278 6.286
H -0.879 -0.982 6.995
H -1.395 -0.585 5.628
O 1.149 -3.917 -2.181
H 1.012 -3.115 -2.687
H 0.282 -4.317 -2.125
O 1.951 5.010 2.848
H 1.851 5.450 2.003
H 2.812 5.286 3.162
O -4.863 -0.682 0.645
H -4.519 -0.217 -0.118
H -5.814 -0.637 0.546
O -2.544 3.171 2.491
H -2.944 4.035 2.390
H -1.604 3.347 2.545
O 3.655 -2.541 -3.464
H 2.735 -2.337 -3.301
H 3.977 -2.883 -2.630
O -3.493 2.055 -0.585
H -3.805 2.891 -0.240
H -2.541 2.144 -0.606
O -3.008 0.106 2.697
H -2.300 0.642 2.339
H -3.221 0.518 3.534
O -4.157 0.264 -2.636
H -4.216 0.809 -1.851
H -3.467 0.671 -3.159
O 1.392 5.499 0.218
H 1.853 6.318 0.040
H 1.575 4.950 -0.545
O 1.623 -3.649 0.497
H 1.221 -3.701 -0.370
H 1.584 -4.545 0.833
O 1.348 4.924 -2.514
H 1.952 5.379 -3.101
H 0.522 5.398 -2.606
O 3.207 1.292 3.327
H 2.438 0.916 3.756
H 2.856 1.751 2.564
O -1.083 -1.086 -5.550
H -1.459 -1.355 -6.388
H -1.839 -0.963 -4.976
O -3.315 -2.520 -3.266
H -3.329 -1.564 -3.216
H -4.168 -2.790 -2.926
O -2.120 -2.712 3.150
H -1.255 -2.312 3.061
H -2.027 -3.326 3.878
O 0.450 2.112 -3.156
H 1.011 2.884 -3.073
H 0.261 1.855 -2.254
O -2.088 1.340 -3.881
H -1.163 1.584 -3.872
H -2.552 2.164 -4.034
O 3.539 1.897 -0.446
H 2.586 1.955 -0.514
H 3.863 2.533 -1.084
O 0.009 -3.774 -5.123
H -0.164 -2.842 -4.989
H 0.905 -3.806 -5.456
O 5.330 -0.528 1.951
H 4.730 -0.278 2.654
H 4.767 -0.652 1.187
O -1.851 -4.266 0.577
H -1.023 -4.689 0.803
H -2.090 -4.644 -0.270
O -1.688 -4.362 -2.165
H -1.503 -4.912 -2.927
H -2.170 -3.615 -2.520
O -1.151 6.085 -0.980
H -0.330 5.735 -0.635
H -1.213 6.964 -0.607
O 0.543 -1.428 -3.345
H 0.490 -0.790 -2.634
H 0.127 -0.992 -4.090
O 5.052 -3.461 -1.044
H 4.434 -3.060 -0.433
H 4.998 -4.399 -0.858
O 0.516 0.512 4.058
H 0.398 1.190 3.393
H 0.489 -0.310 3.569
O -2.345 1.801 5.115
H -2.377 2.453 4.415
H -1.840 2.222 5.812
O 3.584 -0.918 -0.254
H 4.233 -0.375 -0.701
H 2.835 -0.337 -0.121
O 0.214 2.910 2.485
H 0.688 3.739 2.554
H 0.275 2.675 1.559
```

A 7-piece molecular cluster, BH16O6 overall. Source: the OMol25 dataset; level of theory: ωB97M-V/def2-TZVPD.

Its charge is -1. For the energy above the lowest of the compared OMol25 structures with the same formula, charge and spin, the calculation gives 1.5714 eV. The value obtained for the maximum force is 9.800 eV/A. Its total energy is -485.8431 Eh. The frontier orbital gap comes out at 0.324 Ha. As for the HOMO energy: -5.736 eV.

The geometry in XYZ format:
```
23
BH16O6, DFT ωB97M-V/def2-TZVPD
B -0.225 0.038 -0.072
H -0.786 -0.156 0.915
H 0.938 -0.014 0.519
H -0.441 -0.808 -0.866
H -0.543 1.135 -0.389
O 1.944 1.209 -2.343
H 1.478 0.744 -1.595
H 1.135 1.708 -2.486
O 1.684 -3.120 -0.063
H 1.302 -2.279 0.097
H 0.915 -3.548 0.026
O -3.542 0.513 -0.290
H -2.643 0.447 -0.061
H -3.767 -0.268 -0.811
O -1.014 3.571 1.429
H -0.230 3.723 1.860
H -1.103 2.834 1.037
O 0.912 0.864 3.466
H 0.384 0.148 3.092
H 0.768 0.909 4.450
O 1.035 -2.629 -2.970
H 0.158 -2.534 -2.709
H 1.637 -2.497 -2.239
```

A 10-piece molecular cluster, BH22O9 overall. Source: the OMol25 dataset; level of theory: ωB97M-V/def2-TZVPD.

Its charge is -1. For the energy above the lowest of the compared OMol25 structures with the same formula, charge and spin, the calculation gives 2.5014 eV. The value obtained for the maximum force is 7.047 eV/A. Its total energy is -715.1501 Eh. The frontier orbital gap comes out at 0.342 Ha. As for the HOMO energy: -6.534 eV.

The geometry in XYZ format:
```
32
BH22O9, DFT ωB97M-V/def2-TZVPD
B 0.540 0.403 0.725
H 1.846 0.398 0.419
H 0.028 -0.589 0.625
H 0.365 0.791 1.910
H 0.057 1.274 -0.108
O 1.178 -1.698 -1.893
H 0.785 -0.994 -2.576
H 1.054 -1.345 -0.939
O 3.275 -2.307 0.094
H 3.309 -2.840 -0.634
H 2.692 -1.649 -0.321
O 2.476 2.569 -0.858
H 1.599 2.633 -1.260
H 2.355 1.864 -0.336
O -1.558 0.180 -1.782
H -2.493 0.342 -1.665
H -1.269 0.014 -0.822
O -2.652 -1.622 0.861
H -2.424 -1.983 1.833
H -2.875 -0.715 0.921
O -1.022 3.439 1.903
H -0.168 2.882 1.697
H -0.918 4.103 1.212
O -1.052 -1.437 3.561
H -0.598 -0.942 2.967
H -1.006 -0.921 4.256
O -0.822 -3.289 -1.224
H -1.169 -2.802 -0.481
H -0.037 -2.699 -1.574
O -0.218 2.513 -1.985
H -0.485 1.688 -1.651
H -0.793 2.740 -2.875
```

A 12-piece molecular cluster, BH28NO10 overall. Source: the OMol25 dataset; level of theory: ωB97M-V/def2-TZVPD.

For the energy above the lowest of the compared OMol25 structures with the same formula, charge and spin, the calculation gives 1.3800 eV. The value obtained for the maximum force is 6.318 eV/A. Its total energy is -848.5703 Eh. The frontier orbital gap comes out at 0.209 Ha. As for the HOMO energy: -7.093 eV.

The geometry in XYZ format:
```
40
BH28NO10, DFT ωB97M-V/def2-TZVPD
N -0.418 0.177 0.406
H -0.767 0.952 1.049
H 0.080 -0.669 0.925
H 0.108 0.500 -0.391
H -1.398 -0.312 -0.017
B 0.316 2.637 -2.908
H 0.530 2.561 -4.163
H 1.446 2.963 -2.497
H -0.530 3.411 -2.635
H -0.029 1.483 -2.587
O -0.550 -0.646 3.463
H -0.146 -1.596 3.618
H -0.138 -0.175 4.239
O -3.437 -1.660 -0.951
H -3.869 -1.130 -0.391
H -2.774 -2.225 -0.415
O 1.113 -2.913 0.314
H 1.234 -3.598 0.891
H 2.199 -2.827 0.338
O -0.018 -1.079 -2.615
H -1.018 -0.803 -2.891
H 0.120 -2.032 -2.774
O 2.098 2.054 1.142
H 2.920 2.199 1.433
H 1.933 1.197 1.334
O 2.187 -0.677 1.856
H 2.014 -0.584 2.907
H 3.077 -0.995 1.819
O -0.349 3.042 0.356
H 0.598 2.867 0.369
H -0.663 3.155 -0.643
O 3.023 0.061 -1.295
H 2.545 0.534 -2.013
H 3.068 -0.837 -1.415
O -1.671 -3.050 0.643
H -1.843 -3.270 1.536
H -0.684 -3.085 0.494
O -3.227 1.264 0.622
H -3.304 1.281 -0.361
H -3.779 1.825 1.207
```